(1)
Entry from the OMol25 dataset: an isolated molecule of C3H2N2O (the ωB97M-V functional and the def2-TZVPD basis).

The geometry in ORCA input format:
```
! RIJCOSX wB97M-V def2-TZVPD def2/J DEFGRID3
* xyz 0 1
O -2.282 0.081 -0.127
C -1.133 -0.015 -0.033
C 0.029 1.117 0.141
N 1.261 0.602 -0.273
C 0.866 -0.868 -0.028
N -0.383 -1.267 -0.082
H 0.142 2.140 0.067
H 1.500 -1.790 0.335
*
```

The value obtained for the HOMO-LUMO gap is 9.346 eV. For the calculated total energy, the calculation gives -300.16125 Eh. The LUMO energy is -1.49 eV. As for the HOMO energy: -0.398 Ha. As for the structure (SMILES): O=C1C=NC=N1. The energy above the lowest of the compared OMol25 structures with the same formula, charge and spin is 44.0 kcal per mole.


(2)
Entry from the OMol25 dataset: a structure of composition C52H38N3O2PtS2 (the ωB97M-V functional and the def2-TZVPD basis).

The geometry in ORCA input format:
```
! RIJCOSX wB97M-V def2-TZVPD def2/J DEFGRID3
* xyz 1 1
Pt 1.221 1.627 -1.717
C 5.508 1.398 -1.770
C 4.161 1.026 -1.759
N 3.194 1.919 -1.696
C 3.500 3.247 -1.600
C 4.836 3.700 -1.565
C 5.848 2.724 -1.686
C 5.072 5.076 -1.376
C 4.017 5.940 -1.219
C 2.688 5.500 -1.271
C 2.406 4.161 -1.496
N 1.177 3.546 -1.524
C -0.068 4.084 -1.433
C -0.464 5.316 -1.839
C -1.830 5.741 -1.718
C -2.793 4.953 -1.225
C -2.559 3.515 -0.886
C -3.484 2.753 -1.781
C -3.032 1.782 -2.584
C -1.670 1.329 -2.514
N -0.775 1.835 -1.742
C -1.077 3.046 -0.958
H 6.267 0.632 -1.835
H 3.852 -0.010 -1.784
H 6.885 3.034 -1.695
H 6.091 5.437 -1.330
H 4.209 6.988 -1.036
H 1.885 6.202 -1.109
H 0.247 5.968 -2.325
H -2.083 6.735 -2.063
H -3.808 5.321 -1.133
H -4.526 3.047 -1.784
H -3.697 1.293 -3.282
H -1.363 0.488 -3.125
C -5.021 2.460 1.061
C -3.579 2.079 0.907
C -3.167 0.807 0.924
C -1.768 0.475 1.097
C -0.792 1.395 1.107
C -1.088 2.792 0.628
C -2.612 3.178 0.648
S 0.881 1.045 1.815
O 1.784 0.396 0.830
C 0.310 -0.315 2.824
C -0.298 0.133 4.017
C -0.923 -0.742 4.845
C -1.055 -2.097 4.458
C -1.778 -3.010 5.260
C -1.944 -4.307 4.868
C -1.400 -4.743 3.647
C -0.669 -3.890 2.867
C -0.451 -2.546 3.255
C 0.338 -1.644 2.448
C 1.232 -2.318 1.420
C 2.188 -3.231 2.005
C 2.480 -3.240 3.393
C 3.323 -4.169 3.935
C 3.935 -5.144 3.125
C 3.732 -5.123 1.776
C 2.876 -4.165 1.185
C 2.702 -4.123 -0.217
C 1.911 -3.171 -0.773
C 1.169 -2.284 0.034
S 0.246 -1.051 -0.910
O 1.269 -0.485 -1.901
C -0.730 -2.101 -2.005
C -0.398 -2.165 -3.352
C -1.251 -2.802 -4.238
C -2.445 -3.371 -3.799
C -3.383 -4.006 -4.786
C -2.754 -3.307 -2.443
C -1.911 -2.666 -1.549
H -5.669 1.702 0.623
H -5.230 3.426 0.602
H -5.264 2.538 2.124
H -3.886 0.000 1.001
H -1.560 -0.546 1.376
H -0.459 3.523 1.140
H -2.842 4.060 1.248
H -0.213 1.184 4.270
H -1.343 -0.423 5.790
H -2.206 -2.649 6.187
H -2.509 -4.995 5.483
H -1.567 -5.762 3.323
H -0.261 -4.243 1.929
H 2.045 -2.494 4.041
H 3.522 -4.158 4.998
H 4.578 -5.889 3.573
H 4.221 -5.843 1.133
H 3.222 -4.843 -0.835
H 1.822 -3.087 -1.849
H 0.515 -1.702 -3.701
H -0.994 -2.854 -5.289
H -2.827 -4.438 -5.616
H -4.061 -3.255 -5.197
H -3.987 -4.783 -4.320
H -3.668 -3.762 -2.084
H -2.172 -2.606 -0.497
*
```

The value obtained for the HOMO-LUMO gap is 6.075 eV. For the calculated total energy, the calculation gives -3234.54512 Eh. The LUMO energy is -2.90 eV. As for the HOMO energy: -0.330 Ha. The energy above the lowest of the compared OMol25 structures with the same formula, charge and spin is 32.9 kcal per mole.


(3)
Entry from the OMol25 dataset: a structure of composition C40H41FeIN10OS5Sb (the ωB97M-V functional and the def2-TZVPD basis).

The geometry in ORCA input format:
```
! RIJCOSX wB97M-V def2-TZVPD def2/J DEFGRID3
* xyz -1 5
Fe -0.902 0.431 1.141
C -1.822 -4.086 -2.099
N -2.182 -2.951 -1.277
C -1.526 -2.458 -0.223
N -2.130 -1.375 0.213
C -3.182 -1.240 -0.642
N -3.249 -2.181 -1.551
C -0.866 -3.715 -3.211
C -1.163 -4.022 -4.530
C -0.265 -3.702 -5.540
C 0.927 -3.069 -5.246
C 1.219 -2.735 -3.922
C 0.323 -3.065 -2.913
C 2.455 -2.041 -3.603
N 3.406 -1.707 -4.415
N 4.378 -1.104 -3.666
C 3.964 -1.106 -2.434
O 2.744 -1.682 -2.330
C 4.686 -0.624 -1.267
C 5.971 -0.114 -1.447
C 6.680 0.331 -0.347
C 6.124 0.245 0.919
C 4.850 -0.285 1.116
C 4.373 -0.430 2.553
N 2.978 -0.674 2.810
C 1.989 0.362 2.485
N 0.967 -0.355 1.736
C 1.350 -1.655 1.821
N 2.486 -1.925 2.370
C 4.124 -0.699 0.009
H -2.742 -4.492 -2.514
H -1.362 -4.835 -1.452
H -0.644 -2.906 0.200
H -3.896 -0.434 -0.581
H -2.104 -4.500 -4.772
H -0.508 -3.942 -6.567
H 1.637 -2.813 -6.021
H 0.559 -2.779 -1.895
H 6.387 -0.075 -2.444
H 7.670 0.751 -0.475
H 6.685 0.598 1.778
H 4.658 0.468 3.105
H 4.917 -1.267 3.000
H 2.441 1.194 1.926
H 0.733 -2.454 1.433
H 3.127 -1.099 0.120
C -2.104 -1.183 3.952
N -1.988 0.025 3.144
C -2.565 1.092 3.580
C -2.458 2.311 2.878
C -3.005 3.569 3.159
C -2.561 4.420 2.150
C -1.765 3.638 1.306
N -1.696 2.372 1.731
C -3.506 -1.759 4.014
C -4.300 -1.823 2.873
C -5.574 -2.363 2.927
C -6.080 -2.842 4.129
C -5.300 -2.776 5.272
C -4.023 -2.233 5.214
H -1.768 -0.992 4.978
H -1.425 -1.925 3.525
H -3.143 1.078 4.509
H -3.645 3.810 3.995
H -2.783 5.468 2.028
H -1.235 3.960 0.421
H -3.905 -1.436 1.946
H -6.179 -2.409 2.029
H -7.076 -3.265 4.172
H -5.687 -3.140 6.216
H -3.421 -2.178 6.114
C 4.013 3.554 -1.082
Sb 2.023 2.754 -0.698
C 1.726 4.142 0.948
C 1.069 4.071 -2.125
H 3.980 4.640 -1.177
H 4.419 3.123 -1.997
H 4.675 3.287 -0.257
H 1.607 5.150 0.550
H 2.592 4.118 1.609
H 0.835 3.874 1.515
H 1.483 5.075 -2.030
H -0.002 4.099 -1.924
H 1.223 3.708 -3.141
C -0.333 0.823 -5.102
S -1.742 -0.185 -4.544
C -2.537 1.012 -3.541
C -2.115 1.398 -2.309
S -0.734 0.800 -1.488
S -3.076 2.710 -1.611
C -4.175 2.960 -2.932
S -5.349 4.107 -2.929
S -3.893 1.874 -4.244
H 0.242 0.217 -5.798
H 0.270 1.086 -4.234
H -0.706 1.716 -5.600
I 2.640 2.153 4.894
C 1.321 0.914 3.748
H 1.018 0.095 4.395
H 0.456 1.524 3.489
*
```

The value obtained for the HOMO-LUMO gap (spin up / spin down) is 6.653 / 6.679 eV. For the calculated total energy, the calculation gives -5964.34098 Eh. The LUMO energy (spin up / spin down) is 1.92 / 1.92 eV. As for the HOMO energy (spin up / spin down): -0.174 / -0.175 Ha. The energy above the lowest of the compared OMol25 structures with the same formula, charge and spin is 0.0 kcal per mole.


(4)
Entry from the OMol25 dataset: a cluster of 2 separate species, C4H3O4 in total (the ωB97M-V functional and the def2-TZVPD basis).

The geometry in ORCA input format:
```
! RIJCOSX wB97M-V def2-TZVPD def2/J DEFGRID3
* xyz -1 1
C 0.846 -0.594 1.037
C -0.105 2.173 0.443
C 0.607 0.118 -1.285
C -0.446 -1.131 0.840
O -0.611 3.193 0.299
O 0.689 -0.702 -2.163
O 1.368 -0.125 -0.078
O -0.154 1.118 -1.223
H -0.903 -1.341 1.755
H -0.217 -2.104 0.316
H -1.073 -0.605 0.058
*
```

The value obtained for the HOMO-LUMO gap is 8.227 eV. For the calculated total energy, the calculation gives -455.14130 Eh. The LUMO energy is 4.16 eV. As for the HOMO energy: -0.149 Ha. The energy above the lowest of the compared OMol25 structures with the same formula, charge and spin is 63.4 kcal per mole.


(5)
Entry from the OMol25 dataset: a cluster of 8 separate species, C19H25F5NO19 in total (the ωB97M-V functional and the def2-TZVPD basis).

The geometry in ORCA input format:
```
! RIJCOSX wB97M-V def2-TZVPD def2/J DEFGRID3
* xyz -1 1
N 0.206 -0.052 0.306
H 0.933 0.646 0.493
H -0.698 0.386 0.158
H 0.302 -0.745 1.082
H 0.539 -0.544 -0.553
C -0.365 -3.263 3.414
C 0.413 -2.864 2.160
O 1.122 -1.807 2.249
O 0.321 -3.571 1.137
H 0.109 -4.107 3.921
H -1.326 -3.589 3.008
H -0.459 -2.482 4.165
C 0.625 -0.694 -4.301
C 0.939 -1.746 -3.223
O 1.378 -2.836 -3.613
O 0.544 -1.486 -2.051
H 0.368 -1.062 -5.295
H 1.518 -0.093 -4.530
H -0.096 0.058 -3.970
C -3.694 1.934 4.477
C -2.515 2.315 5.366
O -1.423 2.144 4.483
C -1.772 1.195 3.562
O -1.058 0.717 2.767
O -3.108 0.965 3.621
F -2.365 1.421 6.386
H -4.040 2.784 3.880
H -4.580 1.533 4.963
H -2.565 3.338 5.739
C 2.335 4.133 -1.867
C 2.157 2.789 -2.567
O 1.216 2.179 -1.707
C 0.533 3.135 -1.026
O -0.442 2.935 -0.391
O 1.044 4.346 -1.336
F 3.283 2.065 -2.652
H 2.711 4.897 -2.544
H 3.007 4.077 -1.004
H 1.739 2.943 -3.564
C -1.225 -3.915 -1.869
C -1.901 -2.873 -1.013
O -2.539 -3.645 -0.014
C -1.843 -4.788 0.128
O -2.093 -5.628 0.929
O -0.956 -4.926 -0.889
F -2.856 -2.159 -1.724
H -0.348 -3.466 -2.337
H -1.885 -4.265 -2.664
H -1.255 -2.160 -0.504
C -3.922 1.641 -2.898
C -2.551 1.217 -3.415
O -1.898 0.629 -2.338
C -2.653 0.728 -1.233
O -2.356 0.383 -0.139
O -3.797 1.383 -1.499
F -1.798 2.284 -3.812
H -4.756 1.140 -3.390
H -4.147 2.694 -3.073
H -2.729 0.499 -4.217
C 5.497 -0.492 1.081
C 5.712 0.620 2.113
O 4.473 1.287 2.192
C 3.674 0.799 1.232
O 2.595 1.225 0.977
O 4.275 -0.126 0.471
F 6.633 1.531 1.641
H 5.470 -1.450 1.599
H 6.356 -0.425 0.416
H 5.990 0.268 3.106
*
```

The value obtained for the HOMO-LUMO gap is 6.863 eV. For the calculated total energy, the calculation gives -2722.81632 Eh. The LUMO energy is 2.21 eV. As for the HOMO energy: -0.171 Ha. The energy above the lowest of the compared OMol25 structures with the same formula, charge and spin is 10.6 kcal per mole.


(6)
Entry from the OMol25 dataset: an isolated molecule of C2H4N2OS2 (the ωB97M-V functional and the def2-TZVPD basis).

The geometry in ORCA input format:
```
! RIJCOSX wB97M-V def2-TZVPD def2/J DEFGRID3
* xyz 0 1
N -1.454 1.100 0.555
C -0.641 0.769 -0.473
O -0.330 1.501 -1.382
C -0.177 -0.701 -0.406
S -1.434 -1.770 -0.471
N 1.090 -1.130 -0.381
S 2.483 -0.245 -0.255
H -1.598 0.514 1.360
H -1.650 2.121 0.536
H 1.155 -2.100 -0.164
H 2.555 -0.059 1.081
*
```

The value obtained for the HOMO-LUMO gap is 8.774 eV. For the calculated total energy, the calculation gives -1059.72420 Eh. The LUMO energy is -0.05 eV. As for the HOMO energy: -0.324 Ha. As for the structure (SMILES): NC(=O)C(=S)NS. The energy above the lowest of the compared OMol25 structures with the same formula, charge and spin is 12.0 kcal per mole.


What did the fourth record say?
Entry from the OMol25 dataset: a cluster of 2 separate species, C4H3O4 in total (the ωB97M-V functional and the def2-TZVPD basis).

The geometry in ORCA input format:
```
! RIJCOSX wB97M-V def2-TZVPD def2/J DEFGRID3
* xyz -1 1
C 0.846 -0.594 1.037
C -0.105 2.173 0.443
C 0.607 0.118 -1.285
C -0.446 -1.131 0.840
O -0.611 3.193 0.299
O 0.689 -0.702 -2.163
O 1.368 -0.125 -0.078
O -0.154 1.118 -1.223
H -0.903 -1.341 1.755
H -0.217 -2.104 0.316
H -1.073 -0.605 0.058
*
```

The value obtained for the HOMO-LUMO gap is 8.227 eV. For the calculated total energy, the calculation gives -455.14130 Eh. The LUMO energy is 4.16 eV. As for the HOMO energy: -0.149 Ha. The energy above the lowest of the compared OMol25 structures with the same formula, charge and spin is 63.4 kcal per mole.